{"formula": "C32H88N8O8", "method": "ωB97M-V/def2-TZVPD", "gap_ev": [1.48, 9.46], "multiplicity": 2, "homo_ha": [0.033, -0.261], "largest_force_ev_per_a": 3.24, "total_charge": -1, "s_squared": 0.750, "e_above_lowest_kj_mol": 371.0, "symbols": ["C", "C", "C", "O", "C", "N", "H", "H", "H", "H", "H", "H", "H", "H", "H", "H", "H", "C", "C", "C", "O", "C", "N", "H", "H", "H", "H", "H", "H", "H", "H", "H", "H", "H", "C", "C", "C", "O", "C", "N", "H", "H", "H", "H", "H", "H", "H", "H", "H", "H", "H", "C", "C", "C", "O", "C", "N", "H", "H", "H", "H", "H", "H", "H", "H", "H", "H", "H", "C", "C", "C", "O", "C", "N", "H", "H", "H", "H", "H", "H", "H", "H", "H", "H", "H", "C", "C", "C", "O", "C", "N", "H", "H", "H", "H", "H", "H", "H", "H", "H", "H", "H", "C", "C", "C", "O", "C", "N", "H", "H", "H", "H", "H", "H", "H", "H", "H", "H", "H", "C", "C", "C", "O", "C", "N", "H", "H", "H", "H", "H", "H", "H", "H", "H", "H", "H"], "xyz": [[-0.300, -0.309, 0.271], [0.699, -0.197, -0.896], [2.022, 0.494, -0.488], [1.841, 1.801, 0.048], [2.949, 2.691, 0.098], [0.993, -1.463, -1.546], [-0.479, 0.638, 0.780], [0.128, -0.949, 1.043], [-1.301, -0.703, 0.096], [0.227, 0.517, -1.571], [2.630, 0.612, -1.385], [2.605, -0.008, 0.285], [3.814, 2.171, 0.510], [2.813, 3.472, 0.847], [3.312, 3.212, -0.788], [0.106, -1.815, -1.876], [1.328, -2.048, -0.795], [2.354, -6.480, 2.035], [2.968, -5.113, 2.288], [3.135, -4.423, 0.841], [3.704, -3.136, 0.994], [4.299, -2.502, -0.139], [2.062, -4.268, 2.952], [2.142, -7.083, 2.917], [2.988, -7.152, 1.456], [1.346, -6.409, 1.626], [3.874, -5.167, 2.892], [2.225, -4.453, 0.241], [3.901, -5.067, 0.409], [3.600, -2.542, -0.975], [5.170, -3.101, -0.403], [4.547, -1.507, 0.228], [1.770, -4.614, 3.854], [2.571, -3.397, 2.903], [-4.487, -4.723, 5.398], [-4.741, -3.649, 4.333], [-3.547, -2.795, 4.132], [-3.675, -1.801, 3.137], [-2.888, -0.590, 3.229], [-5.222, -4.237, 3.076], [-4.104, -4.233, 6.294], [-3.943, -5.537, 4.920], [-5.452, -5.119, 5.713], [-5.568, -2.974, 4.554], [-2.679, -3.324, 3.740], [-3.077, -2.409, 5.037], [-2.710, -0.155, 4.213], [-3.263, 0.219, 2.602], [-1.956, -0.842, 2.722], [-6.215, -4.408, 3.145], [-5.089, -3.466, 2.436], [-3.217, 1.486, -1.134], [-4.689, 1.241, -0.970], [-4.909, -0.250, -0.376], [-6.340, -0.700, -0.597], [-6.907, -1.693, 0.247], [-5.411, 2.191, -0.179], [-2.931, 2.469, -1.508], [-2.754, 0.750, -1.790], [-2.632, 1.318, -0.230], [-5.134, 1.226, -1.965], [-4.718, -0.480, 0.672], [-4.224, -0.902, -0.920], [-6.714, -2.677, -0.180], [-7.978, -1.539, 0.118], [-6.738, -1.692, 1.324], [-5.421, 3.089, -0.643], [-6.332, 1.857, 0.067], [3.912, 1.599, 4.199], [3.642, 0.162, 3.729], [2.114, -0.042, 3.530], [1.435, 0.015, 4.812], [0.068, -0.161, 4.882], [4.301, 0.098, 2.455], [4.963, 1.703, 4.468], [3.346, 1.753, 5.118], [3.549, 2.426, 3.589], [4.124, -0.645, 4.281], [1.873, -0.853, 2.842], [1.702, 0.718, 2.866], [-0.307, -0.346, 5.889], [-0.138, -1.070, 4.317], [-0.653, 0.477, 4.370], [5.248, -0.251, 2.433], [3.862, -0.658, 1.949], [1.880, 8.851, 3.792], [2.604, 7.986, 2.691], [1.647, 7.695, 1.447], [0.636, 6.739, 1.825], [0.306, 5.969, 0.729], [3.899, 8.594, 2.343], [2.427, 8.995, 4.723], [0.989, 8.260, 4.006], [1.531, 9.806, 3.400], [2.897, 6.996, 3.042], [2.222, 7.571, 0.529], [1.041, 8.580, 1.251], [0.935, 5.084, 0.824], [0.653, 6.300, -0.250], [-0.766, 5.772, 0.765], [4.406, 9.202, 2.969], [4.375, 7.761, 2.027], [5.761, -2.433, -3.808], [4.553, -1.863, -4.460], [4.266, -0.293, -4.413], [2.937, -0.039, -4.822], [2.557, 1.340, -4.835], [4.448, -2.441, -5.795], [6.581, -2.598, -4.506], [5.573, -3.417, -3.377], [6.098, -1.847, -2.953], [3.768, -2.266, -3.820], [4.868, 0.362, -5.042], [4.337, 0.123, -3.408], [3.077, 1.893, -5.617], [2.726, 1.763, -3.844], [1.527, 1.470, -5.168], [4.444, -3.437, -5.629], [5.339, -2.298, -6.249], [-5.442, -1.511, -6.724], [-4.882, -0.085, -6.711], [-3.878, 0.277, -5.605], [-2.750, -0.694, -5.606], [-1.933, -0.655, -4.435], [-4.283, 0.194, -8.049], [-5.838, -1.989, -7.620], [-6.347, -1.356, -6.137], [-4.779, -2.235, -6.250], [-5.725, 0.606, -6.710], [-4.528, 0.253, -4.729], [-3.501, 1.300, -5.623], [-1.800, -1.590, -3.892], [-2.400, 0.074, -3.772], [-0.933, -0.358, -4.749], [-5.028, 0.184, -8.730], [-3.913, 1.130, -8.125]], "mulliken_charge": [-1.615, 1.053, 1.437, -0.062, -1.779, -0.658, 0.376, 0.317, 0.421, 0.062, -0.095, -0.602, 0.408, 0.201, 0.353, 0.362, -0.060, -1.594, 0.484, -0.976, 0.266, -0.913, -0.443, 0.434, 0.389, 0.402, 0.254, 0.259, 0.343, 0.158, 0.418, 0.208, 0.260, -0.021, -1.530, 0.778, -1.127, 0.002, -0.571, -0.804, 0.392, 0.396, 0.372, 0.357, 0.327, 0.315, 0.347, 0.200, -0.130, 0.298, 0.209, -0.851, 0.660, -0.196, -0.274, -0.870, -0.842, 0.583, -0.255, 0.012, 0.189, -0.075, 0.389, 0.303, 0.330, 0.230, 0.308, 0.284, -1.601, 0.517, -0.497, -0.136, -0.819, -0.279, 0.470, 0.381, 0.184, 0.414, 0.142, 0.308, 0.305, 0.165, 0.246, 0.343, -0.499, -1.367, 0.496, -0.679, -0.099, -1.068, -0.671, 0.437, 0.325, 0.336, 0.101, 0.404, 0.186, 0.254, 0.411, 0.244, 0.219, 0.293, -1.542, 0.875, -0.737, -0.167, -0.967, -0.767, 0.471, 0.293, 0.344, -0.036, 0.435, 0.198, 0.355, 0.207, 0.229, 0.308, 0.288, -1.295, 0.309, -0.437, -0.293, 0.036, -0.777, 0.367, 0.324, 0.258, 0.465, 0.029, 0.353, 0.239, -0.230, 0.121, 0.238, 0.236]}


{"formula": "C32H88N8O8", "method": "ωB97M-V/def2-TZVPD", "gap_ev": 9.05, "homo_ha": -0.318, "largest_force_ev_per_a": 2.74, "total_charge": 0, "e_above_lowest_kj_mol": 376.4, "smiles": "COC[C@H](C)N.COC[C@H](C)N.COC[C@H](C)N.COC[C@H](C)N.COC[C@H](C)N.COC[C@H](C)N.COC[C@H](C)N.COC[C@H](C)N", "symbols": ["C", "O", "C", "C", "C", "N", "H", "H", "H", "H", "H", "H", "H", "H", "H", "H", "H", "C", "O", "C", "C", "C", "N", "H", "H", "H", "H", "H", "H", "H", "H", "H", "H", "H", "C", "O", "C", "C", "C", "N", "H", "H", "H", "H", "H", "H", "H", "H", "H", "H", "H", "C", "O", "C", "C", "C", "N", "H", "H", "H", "H", "H", "H", "H", "H", "H", "H", "H", "C", "O", "C", "C", "C", "N", "H", "H", "H", "H", "H", "H", "H", "H", "H", "H", "H", "C", "O", "C", "C", "C", "N", "H", "H", "H", "H", "H", "H", "H", "H", "H", "H", "H", "C", "O", "C", "C", "C", "N", "H", "H", "H", "H", "H", "H", "H", "H", "H", "H", "H", "C", "O", "C", "C", "C", "N", "H", "H", "H", "H", "H", "H", "H", "H", "H", "H", "H"], "xyz": [[-2.476, -5.840, -0.524], [-1.053, -5.937, -0.487], [-0.487, -7.027, -1.254], [0.815, -7.524, -0.530], [1.937, -6.555, -0.664], [1.360, -8.746, -0.965], [-2.851, -4.984, 0.036], [-2.805, -6.789, -0.100], [-2.741, -5.805, -1.581], [-1.112, -7.873, -1.538], [-0.229, -6.681, -2.256], [0.672, -7.589, 0.549], [2.107, -6.394, -1.728], [2.859, -6.780, -0.127], [1.656, -5.625, -0.169], [1.398, -8.498, -1.943], [0.600, -9.410, -0.918], [4.905, 4.322, -0.364], [4.135, 5.090, -1.261], [3.359, 4.239, -2.112], [2.303, 5.053, -2.799], [1.335, 4.181, -3.650], [2.915, 5.904, -3.816], [5.586, 4.944, 0.218], [5.475, 3.557, -0.892], [4.279, 3.819, 0.373], [4.113, 3.756, -2.733], [2.949, 3.449, -1.483], [1.779, 5.717, -2.111], [0.777, 3.328, -3.262], [1.819, 3.634, -4.458], [0.527, 4.763, -4.094], [3.445, 6.605, -3.318], [3.441, 5.375, -4.496], [-2.876, 1.651, -3.067], [-1.618, 2.109, -2.636], [-1.593, 2.748, -1.392], [-2.547, 3.901, -1.112], [-2.304, 5.019, -2.042], [-2.458, 4.468, 0.263], [-3.369, 2.496, -3.548], [-3.551, 1.197, -2.342], [-2.839, 0.877, -3.833], [-1.716, 2.006, -0.603], [-0.563, 3.106, -1.380], [-3.565, 3.531, -1.232], [-3.037, 5.798, -1.829], [-2.549, 4.743, -3.068], [-1.286, 5.405, -2.001], [-1.500, 4.756, 0.405], [-2.580, 3.772, 0.984], [-0.422, -2.589, -0.837], [-0.167, -1.260, -0.456], [1.220, -0.948, -0.521], [1.385, 0.498, -0.053], [2.774, 1.004, 0.161], [0.665, 0.715, 1.235], [-0.244, -3.343, -0.070], [-0.006, -2.787, -1.825], [-1.509, -2.610, -0.909], [1.818, -1.706, -0.017], [1.508, -0.944, -1.573], [0.711, 1.110, -0.653], [3.363, 0.786, -0.730], [3.333, 0.505, 0.952], [2.725, 2.048, 0.468], [-0.281, 0.456, 0.995], [1.038, 0.064, 1.911], [6.220, 4.172, 3.143], [4.885, 4.583, 2.734], [3.869, 3.986, 3.528], [2.465, 4.621, 3.385], [1.955, 4.755, 1.924], [2.329, 5.933, 3.916], [6.967, 4.778, 2.631], [6.454, 3.130, 2.923], [6.361, 4.414, 4.197], [3.787, 2.910, 3.375], [4.139, 3.990, 4.584], [1.723, 4.104, 3.994], [1.666, 3.774, 1.547], [2.732, 5.129, 1.257], [1.047, 5.357, 1.952], [1.359, 6.214, 3.887], [2.660, 5.901, 4.870], [-1.964, -3.291, -4.095], [-3.026, -4.192, -4.165], [-2.520, -5.353, -4.784], [-3.690, -6.306, -5.041], [-3.233, -7.622, -5.778], [-4.661, -5.613, -5.904], [-1.083, -3.635, -3.553], [-2.362, -2.390, -3.629], [-1.629, -3.026, -5.098], [-1.982, -5.098, -5.697], [-1.772, -5.850, -4.166], [-4.160, -6.548, -4.088], [-4.091, -8.269, -5.961], [-2.540, -8.172, -5.140], [-2.718, -7.454, -6.725], [-4.762, -4.744, -5.400], [-4.354, -5.425, -6.848], [0.896, -2.219, 2.849], [2.142, -1.454, 2.803], [2.872, -1.502, 4.020], [2.114, -0.681, 5.098], [2.137, 0.777, 4.852], [2.679, -0.935, 6.445], [0.542, -2.494, 1.855], [0.057, -1.658, 3.261], [0.881, -3.157, 3.404], [3.105, -2.530, 4.297], [3.842, -1.014, 3.926], [1.123, -1.135, 5.116], [1.720, 1.303, 5.711], [1.622, 1.090, 3.944], [3.161, 1.138, 4.757], [2.694, -1.939, 6.548], [1.967, -0.680, 7.115], [-6.981, 1.712, 3.248], [-5.969, 1.316, 2.355], [-4.648, 1.664, 2.879], [-3.548, 1.554, 1.811], [-3.122, 0.203, 1.403], [-2.411, 2.352, 2.192], [-7.906, 1.751, 2.674], [-6.779, 2.738, 3.554], [-7.136, 1.024, 4.080], [-4.702, 2.710, 3.179], [-4.361, 1.064, 3.742], [-3.995, 2.009, 0.927], [-3.969, -0.379, 1.041], [-2.751, -0.308, 2.291], [-2.325, 0.323, 0.670], [-2.235, 2.314, 3.186], [-1.540, 2.019, 1.803]], "mulliken_charge": [-0.643, -0.138, -0.559, 0.155, -1.223, -0.733, 0.200, 0.398, 0.096, 0.462, 0.138, 0.405, 0.316, 0.370, 0.142, 0.330, 0.289, -0.244, -0.399, 0.308, 0.484, -1.512, -0.703, 0.188, 0.342, -0.116, 0.234, -0.346, 0.264, 0.174, 0.423, 0.404, 0.293, 0.262, -0.802, -0.394, 0.851, 0.384, -1.576, -0.683, 0.300, 0.273, 0.292, -0.527, -0.032, 0.549, 0.422, 0.318, 0.183, 0.268, 0.258, -1.114, 0.168, -1.422, 1.518, -0.962, 0.548, 0.247, 0.216, 0.322, 0.487, 0.510, -0.357, 0.481, 0.196, -0.321, -0.110, -0.236, -0.889, -0.350, -0.893, 0.837, -0.984, -0.805, 0.288, 0.333, 0.374, 0.183, 0.674, 0.235, -0.189, 0.166, 0.480, 0.264, 0.259, -0.585, -0.432, -0.212, 0.336, -1.448, -0.750, 0.181, 0.211, 0.422, 0.524, -0.104, 0.271, 0.388, 0.336, 0.352, 0.325, 0.258, -0.269, -0.099, -1.200, 0.778, -1.256, -0.819, -0.444, 0.226, 0.511, 0.449, 0.304, 0.363, 0.409, 0.035, 0.301, 0.297, 0.299, -0.739, -0.344, -1.075, 1.421, -1.400, -0.619, 0.261, 0.342, 0.257, 0.470, 0.381, -0.203, 0.454, 0.250, 0.023, 0.306, -0.041]}


Number 1: E_tot -62900.8413 eV. Number 2: E_tot -62904.8657 eV.